Here is a molecular structure, C49H44N5O8PSTi from the Open Molecules 2025 dataset. Energies are from ωB97M-V/def2-TZVPD.

Geometry as XYZ:
```
109
Properties=species:S:1:pos:R:3:lowdin_charge:R:1
Ti -0.37416 -0.71914 0.09601 1.208
C 0.40056 -5.43517 -1.00733 -0.011
O 0.44806 -5.22668 0.43731 0.063
C 0.10810 -3.96147 0.62107 -0.317
N -0.11372 -3.21696 -0.38072 0.108
C 0.12991 -4.02624 -1.59111 -0.204
C -1.01433 -3.96939 -2.57325 -0.216
C -0.80344 -3.51634 -3.86769 -0.038
C -1.86188 -3.43381 -4.76255 -0.069
C -3.13736 -3.80054 -4.36158 -0.067
C -3.35233 -4.25866 -3.06819 -0.056
C -2.29352 -4.34641 -2.17981 -0.037
C -0.04333 -3.42197 1.97427 -0.131
C 0.06999 -4.16980 3.13876 0.065
C -0.20756 -3.55415 4.34878 0.020
C -0.61118 -2.22420 4.35711 0.060
C -0.68307 -1.56671 3.14393 -0.162
N -0.38535 -2.13578 1.97469 0.130
C -1.19160 -0.21090 2.95655 -0.343
N -1.37006 0.23317 1.76338 0.059
C -2.11518 1.51268 1.90660 -0.199
C -1.91673 1.82299 3.40193 0.004
O -1.55048 0.52195 3.96928 0.097
C -3.57916 1.35468 1.55158 -0.208
C -4.26408 0.16989 1.79507 -0.029
C -5.61966 0.07651 1.51516 -0.056
C -6.30018 1.16711 0.99675 -0.063
C -5.62115 2.35301 0.75744 -0.055
C -4.26523 2.44508 1.03117 -0.026
H -0.40412 -6.13850 -1.20975 0.136
H 1.35379 -5.85887 -1.30890 0.139
H 1.02887 -3.62907 -2.07064 0.150
H 0.19424 -3.23041 -4.18259 0.115
H -1.68586 -3.09563 -5.77561 0.110
H -3.96398 -3.74304 -5.05721 0.113
H -4.34612 -4.55017 -2.75605 0.115
H -2.47186 -4.70147 -1.16995 0.124
H 0.34822 -5.21240 3.07651 0.140
H -0.13348 -4.10948 5.27375 0.135
H -0.87270 -1.70761 5.26991 0.144
H -1.65369 2.27854 1.28759 0.119
H -2.82613 2.14431 3.89876 0.149
H -1.08127 2.48933 3.59806 0.125
H -3.74683 -0.69703 2.19170 0.113
H -6.14522 -0.85026 1.70306 0.112
H -7.35716 1.09366 0.78011 0.113
H -6.14845 3.20750 0.35447 0.112
H -3.73260 3.36843 0.83234 0.110
O -3.64672 -0.72039 -2.02741 -0.181
S -2.33171 -0.26036 -1.78765 0.611
O -2.05763 0.59149 -0.60854 -0.377
O -1.31342 -1.36103 -1.47278 -0.394
C -1.65429 0.53021 -3.19930 -0.273
C -2.34832 0.49225 -4.39270 -0.017
C -1.77083 1.06832 -5.51922 -0.021
C -0.51838 1.65252 -5.43100 -0.021
C 0.16991 1.67883 -4.22072 -0.039
C -0.39515 1.11871 -3.08174 -0.311
P 0.45085 1.24040 -1.47363 1.148
C 2.19803 1.32141 -1.89355 -0.360
C 2.96326 2.46478 -1.66097 -0.068
C 4.30364 2.48168 -2.01997 -0.050
C 4.87899 1.37238 -2.62198 -0.042
C 4.11208 0.24345 -2.88467 -0.055
C 2.77641 0.21400 -2.52153 -0.103
C -0.08146 2.83538 -0.78994 -0.331
C -1.10310 3.56820 -1.39081 -0.059
C -1.55066 4.74650 -0.81220 -0.053
C -0.99085 5.20331 0.37276 -0.047
C 0.02436 4.47541 0.98026 -0.051
C 0.46985 3.29694 0.40447 -0.119
H -3.31900 0.01625 -4.43319 0.128
H -2.30153 1.05579 -6.46104 0.125
H -0.06668 2.09679 -6.30761 0.124
H 1.14588 2.14377 -4.17273 0.121
H 2.51880 3.34346 -1.21527 0.104
H 4.89445 3.36904 -1.83632 0.120
H 5.92378 1.39037 -2.90169 0.120
H 4.55451 -0.61026 -3.38107 0.117
H 2.17908 -0.66456 -2.73272 0.112
H -1.55892 3.23518 -2.31406 0.112
H -2.33687 5.31056 -1.29601 0.120
H -1.34122 6.12447 0.81903 0.119
H 0.47152 4.81898 1.90402 0.121
H 1.24922 2.73981 0.89673 0.066
C 4.17196 3.00456 1.78366 -0.054
C 3.98272 2.13546 3.01736 -0.155
C 3.38542 0.74484 2.72909 -0.285
C 3.50074 -0.12168 4.01747 -0.137
C 3.03725 -1.56224 3.84794 -0.056
C 4.22304 0.04329 1.67720 -0.382
O 5.41812 -0.00984 1.69335 0.169
N 3.50898 -0.65705 0.68488 0.263
C 2.17315 -0.58681 0.57996 -0.533
O 1.52744 -1.29210 -0.26494 -0.114
N 1.38150 0.18550 1.30901 0.118
C 1.89253 0.87222 2.40016 -0.400
O 1.15681 1.52155 3.11108 0.114
H 4.49741 4.00343 2.07122 0.092
H 3.24622 3.11554 1.21629 0.050
H 4.92737 2.58982 1.11504 0.078
H 3.32250 2.61902 3.73793 0.126
H 4.94193 1.98549 3.51329 0.131
H 2.92649 0.38711 4.79265 0.133
H 4.54880 -0.10444 4.31710 0.133
H 2.00635 -1.61761 3.49153 0.050
H 3.08151 -2.08754 4.80162 0.092
H 3.67198 -2.11231 3.14994 0.088
H 4.03435 -1.20080 0.01171 0.182
```

Properties
- F_max (Eh/bohr) = 0.012
- charge = +2
- relative energy (zero: lowest compared OMol25 entry of this formula, charge and spin) (kcal per mole) = 3.6
- lowest unoccupied orbital energy (eV) = -6.814
- gap between HOMO and LUMO (eV) = 6.62